A molecular structure, C39H43As2ClSi2W in a non-equilibrium geometry, computed with ωB97M-V/def2-TZVPD.

Geometry as ORCA input:
```
! wB97M-V def2-TZVPD RIJCOSX def2/J DEFGRID3
* xyz 2 3
C -2.08366 -1.48175 3.96634
C -2.68685 -0.82057 2.85549
C -2.33830 -1.53755 1.66663
H -3.35980 0.02237 2.90383
C -1.51470 -2.65017 2.05693
C -1.35897 -2.61486 3.47278
H -0.84753 -3.35114 4.06943
H -2.20263 -1.22417 5.00312
H -2.69548 -1.32802 0.66890
H -1.12432 -3.41370 1.40557
W -0.47818 -0.77799 2.64878
Si -1.23954 -0.70765 -4.09617
C -0.70757 0.90693 -5.12959
C 0.56366 1.13937 -5.69780
H 1.27912 0.32140 -5.81715
C 0.99650 2.43717 -6.04760
H 2.04207 2.62262 -6.32683
C 0.09953 3.49867 -5.98472
H 0.42964 4.52129 -6.16143
C -1.25447 3.22358 -5.76540
H -1.97456 4.05039 -5.84208
C -1.64333 1.92814 -5.39787
H -2.70078 1.71659 -5.25571
C -0.47198 -2.08303 -5.09704
C -1.07314 -2.48342 -6.29854
H -2.01707 -2.02114 -6.58026
C -0.43981 -3.44093 -7.09943
H -0.91620 -3.76765 -8.02369
C 0.80318 -3.97645 -6.72815
H 1.31299 -4.68581 -7.38312
C 1.40801 -3.55774 -5.54281
H 2.37360 -3.94886 -5.24078
C 0.77566 -2.60560 -4.73483
H 1.26965 -2.24748 -3.82261
H -2.68154 -0.67318 -4.35988
Si 1.23538 0.65440 -1.92115
C 0.29693 -0.98306 -1.78072
C -1.16612 -1.21558 -2.05309
H -1.86853 -0.40142 -1.78867
C -1.69554 -2.46890 -1.47472
H -2.78749 -2.60593 -1.44937
C -0.85792 -3.43556 -0.97342
H -1.27326 -4.38823 -0.65134
C 0.52521 -3.27176 -0.87445
H 1.16286 -4.05886 -0.45743
C 1.05005 -2.05651 -1.28167
H 2.13059 -1.89466 -1.15402
C -0.03084 1.99499 -1.57632
C -1.02056 1.71280 -0.61972
H -1.01605 0.74039 -0.12063
C -2.02048 2.59818 -0.25866
H -2.84023 2.25369 0.37788
C -1.96020 3.87740 -0.81678
H -2.74891 4.57495 -0.56165
C -0.95225 4.23090 -1.71670
H -0.93761 5.24006 -2.13124
C -0.03135 3.27467 -2.14628
H 0.67569 3.49013 -2.93658
H 2.47819 0.95588 -1.19562
Cl 1.19731 0.11413 1.01057
C -1.88227 2.17362 4.86604
As -0.47854 1.35115 3.78958
C 0.12588 2.84635 2.73628
C 0.96471 1.38067 5.17402
C 1.25896 2.53716 5.89266
C 2.35840 2.54187 6.77154
C 3.14871 1.39217 6.91505
C 2.84589 0.22882 6.18693
C 1.74818 0.22974 5.32646
As 1.41540 -1.30042 4.07501
C 1.65544 -2.75062 5.36950
C 3.16601 -1.35566 3.26907
H -2.78413 2.18355 4.24195
H -1.54886 3.19252 5.11203
H -2.02368 1.57610 5.77533
H -0.22027 3.76596 3.21569
H 1.21673 2.83368 2.67749
H -0.30116 2.76236 1.73615
H 0.66489 3.44504 5.75849
H 2.60903 3.44988 7.32323
H 4.00448 1.39869 7.59948
H 3.47162 -0.66354 6.29772
H 1.38708 -2.39361 6.37017
H 1.02165 -3.59163 5.06792
H 2.71068 -3.04770 5.33336
H 3.50582 -0.32995 3.12781
H 3.82534 -1.90347 3.94267
H 3.04597 -1.87449 2.31579
*
```

Computed properties:
**⟨S²⟩**: 2.0285
**Energy**: -7089.053201 Eh
**E_HOMO (alpha / beta)**: -12.238 / -13.132 eV
**F_max**: 4.65 eV/Å

Here is what Mulliken gives for the atomic charges, in e: atom 1 (C): -0.608, atom 2 (C): -0.728, atom 3 (C): -0.337, atom 4 (H): 0.654, atom 5 (C): -0.042, atom 6 (C): -1.044, atom 7 (H): 0.818, atom 8 (H): 0.530, atom 9 (H): 0.624, atom 10 (H): 0.440, atom 11 (W): 0.275, atom 12 (Si): 0.595, atom 13 (C): 0.379, atom 14 (C): -0.248, atom 15 (H): 0.434, atom 16 (C): -0.588, atom 17 (H): 0.381, atom 18 (C): -0.514, atom 19 (H): 0.441, atom 20 (C): -0.457, atom 21 (H): 0.404, atom 22 (C): -0.634, atom 23 (H): 0.347, atom 24 (C): 0.268, atom 25 (C): -0.536, atom 26 (H): 0.391, atom 27 (C): -0.669, atom 28 (H): 0.407, atom 29 (C): -0.492, atom 30 (H): 0.393, atom 31 (C): -0.805, atom 32 (H): 0.430, atom 33 (C): 0.235, atom 34 (H): 0.306, atom 35 (H): -0.306, atom 36 (Si): -0.310, atom 37 (C): 0.591, atom 38 (C): 0.836, atom 39 (H): 0.298, atom 40 (C): -0.934, atom 41 (H): 0.652, atom 42 (C): -0.878, atom 43 (H): 0.553, atom 44 (C): -0.368, atom 45 (H): 0.524, atom 46 (C): -0.950, atom 47 (H): 0.408, atom 48 (C): 0.958, atom 49 (C): 0.382, atom 50 (H): -0.271, atom 51 (C): -0.765, atom 52 (H): 0.447, atom 53 (C): -0.494, atom 54 (H): 0.447, atom 55 (C): -0.862, atom 56 (H): 0.441, atom 57 (C): -0.320, atom 58 (H): 0.456, atom 59 (H): -0.046, atom 60 (Cl): -0.446, atom 61 (C): -1.258, atom 62 (As): 0.966, atom 63 (C): -0.942, atom 64 (C): 0.290, atom 65 (C): -0.633, atom 66 (C): -0.754, atom 67 (C): -0.661, atom 68 (C): -0.580, atom 69 (C): 0.034, atom 70 (As): 0.898, atom 71 (C): -1.215, atom 72 (C): -1.262, atom 73 (H): 0.423, atom 74 (H): 0.503, atom 75 (H): 0.336, atom 76 (H): 0.511, atom 77 (H): 0.368, atom 78 (H): 0.079, atom 79 (H): 0.279, atom 80 (H): 0.406, atom 81 (H): 0.398, atom 82 (H): 0.336, atom 83 (H): 0.359, atom 84 (H): 0.440, atom 85 (H): 0.420, atom 86 (H): 0.339, atom 87 (H): 0.553, atom 88 (H): 0.273

A molecular structure, C23H57BGaNO11P in a non-equilibrium geometry, computed with ωB97M-V/def2-TZVPD.

Geometry as ORCA input:
```
! wB97M-V def2-TZVPD RIJCOSX def2/J DEFGRID3
* xyz -1 1
C 1.96476 8.15188 2.61219
C 2.31665 8.27110 1.47461
C 2.56556 8.07914 0.02264
C 3.98690 7.53255 -0.29881
C 4.03554 6.13073 -0.97631
Ga 2.66620 4.72562 -0.36634
C 2.09054 4.85290 1.59371
C 3.57669 2.87152 -0.59317
B 3.83267 2.20368 0.79479
O 3.33994 0.89840 0.96329
O 4.48272 2.86358 1.85469
P 0.71884 4.97381 -1.68542
N 0.43448 3.54473 -2.70747
O 1.06851 6.27746 -2.74822
H 1.53028 7.96338 3.56183
H 2.49484 9.08433 -0.41974
H 1.75765 7.50972 -0.44599
H 4.45135 8.24853 -0.99478
H 4.59238 7.48977 0.61085
H 5.03039 5.70908 -0.76471
H 3.95297 6.20727 -2.06996
H 1.72982 3.89863 2.01127
H 2.92285 5.24430 2.19022
H 1.23586 5.54088 1.64824
H 4.56772 3.02305 -1.04731
H 2.96991 2.19983 -1.21605
H 3.50364 0.69404 1.89496
H 3.83289 2.97094 2.55989
H -0.55725 3.34715 -2.61029
H 0.52098 3.86405 -3.67293
H 1.66647 5.97578 -3.44265
C 0.80864 -0.55105 -0.40795
O 0.22721 -1.79829 -0.79292
C 0.19936 -2.74115 0.26077
C -1.17695 -2.83165 0.89213
O -1.52270 -1.63034 1.56589
C -2.40682 -0.81642 0.81572
H 0.58389 0.17836 -1.18517
H 0.40540 -0.19021 0.53993
H 1.89206 -0.65217 -0.33055
H 0.95593 -2.50335 1.01521
H 0.44863 -3.71567 -0.17461
H -1.16630 -3.62850 1.64463
H -1.92966 -3.08651 0.13853
H -3.41560 -1.24593 0.83268
H -2.07521 -0.70129 -0.21830
H -2.43992 0.16822 1.28045
C 6.18376 4.56581 -6.75670
O 7.43324 4.29878 -6.14525
C 7.81105 5.29801 -5.20727
C 7.54405 4.85795 -3.78099
O 6.15787 4.73108 -3.52913
C 5.70925 3.38475 -3.54997
H 5.86283 3.66112 -7.27247
H 5.42382 4.84142 -6.02247
H 6.29212 5.36913 -7.49485
H 7.30019 6.24189 -5.42047
H 8.88736 5.45940 -5.33047
H 7.92426 5.62823 -3.10160
H 8.06861 3.92274 -3.56039
H 6.03145 2.86938 -2.64142
H 6.08080 2.84696 -4.42733
H 4.62076 3.38946 -3.57728
C -6.36906 -2.47632 -0.81761
O -5.37571 -3.41915 -0.45281
C -5.26319 -3.58762 0.95407
C -5.95961 -4.84949 1.42052
O -7.36986 -4.76071 1.24717
C -7.82733 -5.46335 0.10706
H -6.54951 -2.57684 -1.88745
H -7.30678 -2.64713 -0.28357
H -6.01153 -1.46037 -0.61838
H -5.65064 -2.71094 1.48171
H -4.19569 -3.67394 1.17920
H -5.77645 -4.97450 2.49156
H -5.55834 -5.72734 0.90470
H -7.80892 -6.54318 0.29587
H -7.22651 -5.23791 -0.77725
H -8.85664 -5.16097 -0.08451
C -3.16676 -7.78303 3.92943
O -4.53143 -7.49616 3.66837
C -5.18174 -8.54402 2.96123
C -6.02339 -9.39686 3.88937
O -5.21713 -10.11737 4.81089
C -5.19451 -9.52829 6.09953
H -2.80637 -7.05981 4.66004
H -3.03337 -8.78926 4.33267
H -2.57950 -7.67307 3.01153
H -4.45435 -9.15729 2.42109
H -5.84013 -8.07267 2.22406
H -6.56336 -10.13680 3.29039
H -6.76080 -8.78251 4.41437
H -6.14230 -9.71461 6.61627
H -5.01095 -8.45256 6.05107
H -4.39021 -9.99392 6.66802
*
```

Computed properties:
**Energy**: -4083.807445 Eh
**E_HOMO**: -3.343 eV
**F_max**: 1.65 eV/Å

Here is what Mulliken gives for the atomic charges, in e: atom 1 (C): -0.093, atom 2 (C): -0.589, atom 3 (C): -0.106, atom 4 (C): -0.748, atom 5 (C): -0.392, atom 6 (Ga): -0.463, atom 7 (C): -1.174, atom 8 (C): -0.115, atom 9 (B): 0.354, atom 10 (O): -0.388, atom 11 (O): -0.586, atom 12 (P): 0.209, atom 13 (N): -0.586, atom 14 (O): -0.513, atom 15 (H): 0.405, atom 16 (H): 0.363, atom 17 (H): 0.031, atom 18 (H): 0.291, atom 19 (H): 0.371, atom 20 (H): 0.397, atom 21 (H): 0.200, atom 22 (H): 0.319, atom 23 (H): 0.329, atom 24 (H): 0.345, atom 25 (H): -0.241, atom 26 (H): 0.111, atom 27 (H): 0.199, atom 28 (H): 0.277, atom 29 (H): 0.299, atom 30 (H): 0.211, atom 31 (H): 0.289, atom 32 (C): -0.737, atom 33 (O): -0.436, atom 34 (C): -0.642, atom 35 (C): -0.197, atom 36 (O): -0.406, atom 37 (C): -0.378, atom 38 (H): 0.274, atom 39 (H): 0.329, atom 40 (H): 0.353, atom 41 (H): 0.298, atom 42 (H): 0.400, atom 43 (H): 0.374, atom 44 (H): 0.181, atom 45 (H): -0.046, atom 46 (H): 0.315, atom 47 (H): 0.314, atom 48 (C): -0.661, atom 49 (O): -0.381, atom 50 (C): -0.537, atom 51 (C): -0.657, atom 52 (O): -0.097, atom 53 (C): -0.860, atom 54 (H): 0.243, atom 55 (H): 0.246, atom 56 (H): 0.324, atom 57 (H): 0.319, atom 58 (H): 0.371, atom 59 (H): 0.371, atom 60 (H): 0.369, atom 61 (H): 0.277, atom 62 (H): 0.445, atom 63 (H): 0.240, atom 64 (C): -0.719, atom 65 (O): -0.364, atom 66 (C): -0.160, atom 67 (C): -0.510, atom 68 (O): -0.405, atom 69 (C): -0.688, atom 70 (H): 0.237, atom 71 (H): 0.337, atom 72 (H): 0.292, atom 73 (H): 0.389, atom 74 (H): 0.085, atom 75 (H): 0.323, atom 76 (H): 0.314, atom 77 (H): 0.286, atom 78 (H): 0.316, atom 79 (H): 0.241, atom 80 (C): -0.811, atom 81 (O): -0.308, atom 82 (C): -0.178, atom 83 (C): -0.658, atom 84 (O): -0.373, atom 85 (C): -0.703, atom 86 (H): 0.251, atom 87 (H): 0.368, atom 88 (H): 0.318, atom 89 (H): 0.354, atom 90 (H): 0.158, atom 91 (H): 0.386, atom 92 (H): 0.337, atom 93 (H): 0.325, atom 94 (H): 0.301, atom 95 (H): 0.243